{"formula": "C36H68O36", "method": "wB97M-V/def2-TZVPD", "e_homo_ha": -0.3920, "orbital_gap_ev": 10.59, "smiles": "COC(=O)OC.COC(=O)OC.COC(=O)OC.COC(=O)OC.COC(=O)OC.COC(=O)OC.COC(=O)OC.COC(=O)OC.COC(=O)OC.COC(=O)OC.O=C1OCCO1.O=C1OCCO1", "symbols": ["C", "O", "C", "O", "O", "C", "H", "H", "H", "H", "H", "H", "C", "O", "C", "O", "O", "C", "H", "H", "H", "H", "H", "H", "C", "O", "C", "O", "O", "C", "H", "H", "H", "H", "H", "H", "C", "O", "C", "O", "O", "C", "H", "H", "H", "H", "H", "H", "C", "O", "C", "O", "O", "C", "H", "H", "H", "H", "H", "H", "C", "O", "C", "O", "O", "C", "H", "H", "H", "H", "H", "H", "C", "O", "C", "O", "O", "C", "H", "H", "H", "H", "H", "H", "C", "O", "C", "O", "O", "C", "H", "H", "H", "H", "H", "H", "C", "O", "C", "O", "O", "C", "H", "H", "H", "H", "H", "H", "C", "O", "C", "O", "O", "C", "H", "H", "H", "H", "H", "H", "O", "C", "O", "C", "C", "O", "H", "H", "H", "H", "O", "C", "O", "C", "C", "O", "H", "H", "H", "H"], "coordinates": [[-2.760, -0.866, 1.500], [-3.584, -1.556, 0.557], [-3.249, -1.757, -0.704], [-2.137, -1.540, -1.185], [-4.236, -2.427, -1.315], [-3.938, -2.934, -2.613], [-3.138, -0.574, 2.480], [-2.405, 0.062, 1.053], [-1.912, -1.498, 1.764], [-3.713, -2.140, -3.325], [-4.823, -3.437, -3.004], [-3.112, -3.645, -2.590], [6.942, 11.722, 1.505], [6.245, 12.396, 0.477], [6.846, 13.138, -0.494], [8.057, 13.353, -0.558], [5.962, 13.399, -1.475], [6.389, 14.081, -2.685], [6.231, 11.120, 2.072], [7.275, 12.498, 2.194], [7.866, 11.169, 1.336], [6.840, 15.039, -2.426], [5.496, 14.270, -3.282], [7.127, 13.485, -3.222], [9.505, 2.687, 4.544], [10.275, 3.906, 4.407], [10.985, 4.283, 3.294], [11.181, 3.656, 2.204], [11.312, 5.601, 3.535], [12.237, 6.266, 2.816], [9.244, 2.550, 5.594], [10.080, 1.803, 4.269], [8.577, 2.750, 3.976], [13.091, 6.462, 3.464], [11.872, 7.167, 2.322], [12.457, 5.636, 1.954], [7.615, 6.888, -2.514], [7.009, 7.815, -3.320], [6.373, 7.532, -4.478], [6.063, 6.415, -4.981], [6.123, 8.672, -5.044], [5.627, 8.568, -6.405], [8.682, 7.015, -2.701], [7.286, 5.854, -2.617], [7.455, 7.140, -1.465], [6.514, 8.663, -7.032], [4.996, 9.408, -6.694], [5.184, 7.595, -6.618], [8.563, 8.779, 10.390], [7.574, 9.342, 11.267], [7.947, 10.313, 12.229], [9.117, 10.677, 12.366], [6.860, 10.648, 12.899], [6.878, 11.214, 14.187], [8.357, 7.760, 10.065], [9.367, 8.618, 11.108], [8.931, 9.380, 9.558], [7.097, 12.263, 13.987], [7.537, 10.716, 14.898], [5.820, 11.271, 14.446], [1.887, 0.548, 9.185], [1.040, 0.269, 10.234], [0.019, -0.549, 9.978], [-0.194, -1.129, 8.903], [-0.771, -0.651, 11.086], [-2.092, -1.224, 11.085], [2.630, -0.212, 8.943], [2.576, 1.299, 9.571], [1.361, 0.854, 8.281], [-2.343, -1.475, 12.116], [-2.132, -2.216, 10.634], [-2.737, -0.510, 10.573], [-2.931, 12.228, 2.259], [-3.758, 12.332, 1.157], [-4.143, 13.470, 0.638], [-4.097, 14.534, 1.240], [-4.719, 13.193, -0.532], [-5.011, 14.227, -1.447], [-1.914, 12.474, 1.954], [-2.811, 11.291, 2.802], [-3.167, 12.942, 3.048], [-5.967, 14.738, -1.329], [-5.235, 13.570, -2.287], [-4.091, 14.758, -1.690], [-3.906, 12.173, 11.467], [-2.689, 11.505, 11.635], [-1.950, 11.195, 10.630], [-2.122, 11.626, 9.522], [-0.892, 10.341, 10.990], [0.138, 9.913, 10.067], [-4.533, 12.137, 12.358], [-4.640, 11.676, 10.833], [-3.799, 13.112, 10.925], [-0.312, 9.654, 9.109], [0.635, 9.016, 10.435], [0.796, 10.754, 9.845], [-1.334, 5.237, -3.821], [-0.974, 6.438, -3.320], [-0.661, 7.416, -4.096], [-0.553, 7.303, -5.273], [-0.642, 8.528, -3.338], [-0.342, 9.788, -3.793], [-2.165, 4.778, -3.284], [-0.511, 4.534, -3.952], [-1.785, 5.309, -4.810], [-1.248, 10.295, -4.129], [0.448, 9.587, -4.516], [0.066, 10.500, -3.076], [-4.248, 5.636, 7.224], [-4.055, 5.240, 5.847], [-4.778, 5.838, 4.932], [-5.513, 6.787, 5.109], [-4.720, 5.125, 3.801], [-5.548, 5.482, 2.747], [-4.643, 6.602, 7.536], [-3.338, 5.455, 7.797], [-5.008, 4.959, 7.613], [-6.091, 4.637, 2.323], [-4.958, 6.029, 2.012], [-6.370, 6.169, 2.951], [4.620, -0.692, -0.178], [5.169, -0.634, -1.250], [5.539, -1.666, -2.096], [6.212, -1.224, -3.321], [6.295, 0.298, -3.034], [5.483, 0.487, -1.911], [7.209, -1.615, -3.523], [5.436, -1.476, -4.044], [5.866, 0.717, -3.945], [7.306, 0.624, -2.792], [3.517, 6.010, 4.899], [2.871, 6.014, 3.856], [3.008, 5.210, 2.812], [2.149, 5.494, 1.825], [1.589, 6.846, 2.350], [1.867, 6.762, 3.677], [2.715, 5.796, 0.944], [1.439, 4.675, 1.709], [0.529, 7.038, 2.182], [2.187, 7.647, 1.914]], "forces_ev_per_angstrom": [[1.9, 0.3, -0.7], [-1.8, 0.2, 1.2], [2.9, -0.7, -0.4], [-2.0, 0.1, 0.5], [-0.1, 0.4, 0.2], [0.1, 0.0, -0.7], [-1.5, -0.5, -0.5], [0.2, -0.1, -0.1], [0.2, 0.0, -0.4], [0.2, 0.1, 0.2], [-0.1, 0.0, 0.5], [0.0, 0.1, 0.1], [0.8, 1.3, 1.6], [-0.7, 0.4, -1.8], [2.5, -1.4, -0.6], [-2.3, 0.1, 0.4], [-0.3, 0.1, 0.6], [0.5, 0.1, 0.9], [-0.1, 0.0, -0.5], [0.0, 0.1, 0.3], [-0.3, -0.1, -1.2], [0.0, 0.0, 0.0], [0.1, -0.3, 0.2], [-0.2, -0.1, 0.0], [0.4, -0.2, -0.5], [0.8, 0.3, -0.9], [-0.7, -0.9, -2.7], [-0.6, 2.3, 4.8], [-2.8, -2.7, 2.1], [1.8, 0.0, -2.5], [0.2, 0.6, 0.0], [0.0, 0.2, -0.4], [0.2, 0.0, -0.2], [0.2, 0.2, -0.4], [-0.4, 0.3, 0.7], [0.9, -0.1, 0.0], [1.2, -1.3, 1.1], [-1.8, 1.0, -1.7], [-0.3, -3.9, -0.5], [1.4, 3.1, 2.4], [-1.0, 1.2, -1.1], [0.9, 0.0, -0.7], [0.2, -0.6, 0.1], [0.0, 0.1, -0.5], [-0.2, 0.3, -0.1], [0.1, -0.1, -0.1], [-0.2, -0.1, 0.8], [-0.2, 0.3, 0.3], [1.7, -0.1, 2.0], [-1.1, 1.5, 0.6], [2.7, -1.4, -1.5], [-2.8, -0.4, 0.2], [-0.1, -1.6, -1.3], [-0.3, 1.7, -0.6], [-1.1, 0.3, 0.0], [0.8, 0.1, -0.6], [-0.5, 0.4, 0.2], [0.7, 0.1, 0.8], [-0.2, 0.1, -0.2], [0.2, -0.6, 0.5], [2.1, 0.7, -1.1], [-1.5, -0.9, 1.4], [-1.8, -1.8, -1.6], [0.5, 1.4, 2.4], [1.3, 0.4, -0.1], [0.7, -0.5, -0.6], [-0.6, -0.9, -0.1], [-0.5, 0.6, -0.2], [0.1, 0.1, 0.1], [0.0, 0.9, 0.1], [0.2, 0.2, -0.7], [-0.3, -0.3, 0.3], [1.9, 1.7, 1.7], [-0.5, -2.6, -0.9], [-0.8, 1.9, 1.9], [0.2, -0.9, -1.6], [0.3, -0.2, 1.1], [-0.1, -1.4, -1.6], [0.2, 0.1, -0.1], [-1.0, -0.6, -1.0], [-0.3, 0.3, -0.2], [0.5, 0.6, 0.9], [0.1, 0.4, -0.6], [-0.5, 0.6, 0.3], [-1.8, 0.1, -1.4], [-0.1, -1.0, 2.8], [2.6, -0.9, -2.2], [0.2, -0.2, -0.5], [-1.5, 0.7, 0.8], [-1.3, 0.9, -1.0], [1.1, 0.7, 0.6], [0.6, -0.9, -0.7], [0.2, 0.4, 0.8], [-0.2, -0.1, 0.0], [-0.1, 0.4, 0.5], [0.3, -0.2, 0.3], [-1.3, -2.6, -2.3], [0.1, 0.4, 3.4], [-0.6, 1.7, -0.5], [0.7, 0.8, -1.4], [-0.5, -1.7, 2.3], [0.8, 0.9, -1.7], [0.4, 0.2, 0.8], [0.1, 0.1, 0.4], [0.3, 0.4, -0.3], [0.1, -0.2, -0.8], [-0.3, 1.0, -0.8], [0.1, -0.8, 0.8], [-0.6, -0.9, 1.0], [1.0, 0.5, 0.9], [-2.2, 0.6, -0.1], [0.7, -0.3, -0.1], [0.7, -0.5, 1.0], [-1.2, 1.3, -1.5], [0.3, 0.5, -1.3], [0.1, -0.1, -0.5], [0.1, -0.3, 0.0], [0.8, -0.4, 0.0], [0.1, -0.4, -0.3], [0.2, 0.2, 0.9], [1.0, -0.3, -1.9], [0.0, -0.7, -0.7], [0.6, -1.0, 1.3], [-1.5, 0.9, 1.7], [0.0, -1.4, -1.1], [-0.5, 1.7, 0.8], [-0.4, -0.6, 0.4], [0.7, 0.1, -0.6], [0.2, 1.0, 0.5], [-0.1, 0.1, -0.3], [-0.8, -0.5, -2.4], [3.3, -1.7, 4.3], [3.5, -2.0, 1.8], [-1.7, 2.0, -1.9], [-1.1, -0.2, -2.5], [-2.8, 2.9, 1.7], [-0.3, -0.9, -0.5], [-0.1, 0.2, -0.4], [0.1, -0.1, 0.0], [-0.1, 0.2, -0.1]]}


{"formula": "C21H36N2O5", "method": "wB97M-V/def2-TZVPD", "e_homo_ha": -0.3444, "orbital_gap_ev": 9.94, "symbols": ["C", "C", "O", "C", "C", "C", "C", "C", "O", "N", "C", "C", "C", "C", "C", "C", "N", "C", "O", "C", "O", "C", "C", "C", "C", "O", "C", "C", "H", "H", "H", "H", "H", "H", "H", "H", "H", "H", "H", "H", "H", "H", "H", "H", "H", "H", "H", "H", "H", "H", "H", "H", "H", "H", "H", "H", "H", "H", "H", "H", "H", "H", "H", "H"], "coordinates": [[0.986, -2.016, -1.817], [-0.456, -1.591, -2.061], [-0.476, -0.905, -3.284], [-1.726, -0.835, -3.994], [-2.861, -0.339, -3.102], [-2.060, -2.201, -4.589], [-1.453, 0.171, -5.102], [-0.898, -0.685, -0.903], [-0.625, 0.505, -0.874], [-1.595, -1.289, 0.086], [-1.734, -2.724, 0.393], [-2.117, -2.578, 1.876], [-3.163, -1.436, 1.793], [-1.929, -0.625, 1.350], [-1.121, -1.484, 2.353], [0.371, -1.678, 2.197], [1.116, -0.813, 3.085], [2.352, -1.126, 3.540], [2.831, -2.244, 3.526], [3.118, 0.080, 4.093], [2.641, 1.301, 3.570], [3.001, 1.489, 2.200], [1.966, 2.358, 1.513], [1.874, 3.753, 2.127], [0.891, 4.606, 1.341], [1.247, 4.687, -0.026], [1.241, 3.404, -0.638], [2.251, 2.473, 0.016], [1.094, -2.548, -0.870], [1.320, -2.665, -2.625], [1.616, -1.127, -1.795], [-1.102, -2.475, -2.095], [-2.598, 0.614, -2.644], [-3.761, -0.207, -3.704], [-3.099, -1.055, -2.312], [-1.227, -2.557, -5.197], [-2.271, -2.943, -3.817], [-2.946, -2.128, -5.221], [-0.621, -0.170, -5.718], [-2.333, 0.291, -5.735], [-1.192, 1.136, -4.668], [-2.515, -3.202, -0.201], [-0.799, -3.272, 0.252], [-2.279, -3.497, 2.432], [-3.976, -1.535, 1.075], [-3.528, -1.134, 2.772], [-1.884, 0.456, 1.285], [-1.359, -1.205, 3.380], [0.654, -2.702, 2.448], [0.671, -1.502, 1.158], [0.909, 0.175, 3.072], [2.997, 0.113, 5.176], [4.176, -0.081, 3.872], [3.993, 1.954, 2.147], [3.058, 0.519, 1.691], [0.987, 1.869, 1.622], [1.567, 3.694, 3.173], [2.861, 4.225, 2.095], [-0.122, 4.184, 1.431], [0.867, 5.629, 1.714], [0.240, 2.961, -0.575], [1.477, 3.566, -1.689], [3.260, 2.871, -0.137], [2.195, 1.492, -0.462]], "forces_ev_per_angstrom": [[0.0, 0.0, 0.0], [0.0, 0.0, 0.0], [0.0, 0.0, 0.0], [0.0, 0.0, 0.0], [0.0, 0.0, 0.0], [0.0, 0.0, 0.0], [0.0, 0.0, 0.0], [0.0, 0.0, 0.0], [0.0, 0.0, 0.0], [-0.1, 0.0, 0.0], [0.1, 0.0, 0.0], [0.0, 0.1, -0.3], [0.0, 0.0, 0.0], [0.0, 0.0, 0.0], [0.0, -0.1, 0.4], [0.0, -0.2, 0.1], [-0.1, 0.2, -0.1], [0.1, 0.0, 0.0], [0.0, 0.0, 0.0], [0.0, 0.0, 0.0], [0.0, 0.0, 0.0], [0.0, 0.0, 0.0], [0.0, 0.0, 0.0], [0.0, 0.0, 0.0], [0.0, 0.0, 0.0], [0.0, 0.0, 0.0], [0.0, 0.0, 0.0], [0.0, 0.0, 0.0], [0.0, 0.0, 0.0], [0.0, 0.0, 0.0], [0.0, 0.0, 0.0], [0.0, 0.0, 0.0], [0.0, 0.0, 0.0], [0.0, 0.0, 0.0], [0.0, 0.0, 0.0], [0.0, 0.0, 0.0], [0.0, 0.0, 0.0], [0.0, 0.0, 0.0], [0.0, 0.0, 0.0], [0.0, 0.0, 0.0], [0.0, 0.0, 0.0], [0.0, 0.0, 0.0], [0.0, 0.0, 0.0], [0.0, 0.0, 0.0], [0.0, 0.0, 0.0], [0.0, 0.0, 0.0], [0.0, 0.0, 0.0], [0.0, 0.0, 0.0], [0.0, 0.0, 0.0], [0.0, 0.0, 0.0], [0.0, 0.0, 0.0], [0.0, 0.0, 0.0], [0.0, 0.0, 0.0], [0.0, 0.0, 0.0], [0.0, 0.0, 0.0], [0.0, 0.0, 0.0], [0.0, 0.0, 0.0], [0.0, 0.0, 0.0], [0.0, 0.0, 0.0], [0.0, 0.0, 0.0], [0.0, 0.0, 0.0], [0.0, 0.0, 0.0], [0.0, 0.0, 0.0], [0.0, 0.0, 0.0]]}


{"formula": "C32H20ClF2IN5O2Ti", "method": "wB97M-V/def2-TZVPD", "spin_multiplicity": 2, "e_homo_ha": [-0.2209, -0.2788], "orbital_gap_ev": [5.55, 7.15], "symbols": ["Ti", "O", "C", "N", "C", "C", "C", "C", "C", "C", "N", "C", "C", "C", "C", "C", "N", "H", "H", "H", "H", "H", "H", "H", "H", "H", "H", "F", "C", "C", "C", "C", "C", "F", "C", "C", "C", "C", "C", "C", "N", "H", "H", "H", "H", "H", "H", "Cl", "C", "C", "C", "I", "C", "O", "C", "N", "C", "C", "C", "C", "H", "H", "H", "H"], "coordinates": [[-0.094, -0.006, -0.339], [3.419, 1.765, -1.506], [2.529, 1.119, -0.952], [1.339, 0.793, -1.442], [0.941, 1.344, -2.716], [-0.410, 1.989, -2.520], [-0.884, 3.075, -3.248], [-2.125, 3.605, -2.925], [-2.873, 2.999, -1.921], [-2.347, 1.896, -1.276], [-1.130, 1.431, -1.546], [2.689, 0.621, 0.460], [3.860, 0.885, 1.161], [3.976, 0.464, 2.475], [2.907, -0.232, 3.027], [1.789, -0.480, 2.251], [1.650, -0.047, 0.994], [1.685, 2.064, -3.086], [0.838, 0.539, -3.464], [-0.291, 3.495, -4.046], [-2.508, 4.471, -3.445], [-3.843, 3.379, -1.642], [-2.901, 1.352, -0.516], [4.646, 1.420, 0.652], [4.864, 0.669, 3.053], [2.942, -0.589, 4.044], [0.965, -1.048, 2.667], [-2.390, -3.486, 3.212], [-2.054, -2.209, 2.929], [-1.463, -1.908, 1.713], [-1.072, -0.607, 1.401], [-1.318, 0.405, 2.366], [-1.933, 0.059, 3.578], [-2.182, 0.986, 4.540], [-2.302, -1.235, 3.883], [-0.819, 1.737, 2.026], [-0.919, 2.863, 2.853], [-0.364, 4.063, 2.464], [0.296, 4.124, 1.241], [0.347, 2.987, 0.467], [-0.192, 1.817, 0.821], [-1.306, -2.728, 1.020], [-2.756, -1.467, 4.834], [-1.426, 2.804, 3.800], [-0.440, 4.936, 3.093], [0.752, 5.037, 0.900], [0.854, 3.024, -0.487], [-0.642, -6.355, -3.099], [-0.895, -4.744, -2.507], [-2.171, -4.215, -2.538], [-2.394, -2.925, -2.082], [-4.305, -2.046, -2.107], [-1.369, -2.130, -1.569], [-1.521, -0.921, -1.139], [-0.064, -2.697, -1.522], [0.877, -1.875, -1.001], [2.126, -2.335, -0.949], [2.482, -3.609, -1.387], [1.530, -4.460, -1.910], [0.196, -4.010, -1.998], [-2.989, -4.811, -2.915], [2.892, -1.672, -0.563], [3.513, -3.917, -1.309], [1.791, -5.451, -2.249]], "forces_ev_per_angstrom": [[0.6, 0.1, 0.9], [0.2, 0.1, 0.2], [0.2, 0.1, -0.4], [0.9, 0.9, -0.8], [0.3, 0.3, -0.3], [-0.1, 0.0, -0.1], [-0.2, 0.0, 0.0], [0.2, -0.3, 0.1], [0.1, 0.0, -0.1], [-0.2, 0.0, 0.0], [-0.3, 1.0, -0.7], [0.3, 0.1, 0.3], [0.0, 0.0, -0.1], [-0.4, -0.1, -0.1], [0.3, 0.1, -0.1], [-0.2, -0.2, 0.2], [1.2, 0.1, 0.3], [-0.2, -0.2, 0.0], [0.1, 0.2, 0.1], [0.1, 0.0, 0.0], [0.0, 0.1, -0.1], [-0.1, 0.0, 0.0], [0.1, 0.1, 0.0], [0.0, 0.1, -0.1], [0.1, 0.0, 0.0], [0.0, -0.1, 0.1], [0.0, 0.1, -0.1], [0.0, 0.2, 0.0], [0.2, 0.2, -0.2], [-0.2, -0.3, 0.2], [-0.7, 0.3, 1.5], [-0.1, -0.5, 0.2], [0.1, -0.1, -0.2], [0.0, -0.1, -0.1], [0.0, 0.0, 0.0], [0.2, 0.3, 0.0], [0.0, 0.2, 0.1], [0.1, -0.3, -0.4], [-0.2, 0.0, 0.3], [0.1, 0.2, -0.1], [-0.4, 0.7, 1.3], [0.0, 0.0, 0.0], [0.0, 0.0, 0.0], [0.0, -0.1, 0.0], [0.0, 0.1, 0.1], [0.1, 0.1, -0.1], [0.0, -0.1, 0.0], [0.1, -0.1, 0.0], [-0.7, 0.0, -0.1], [0.8, -0.6, -0.1], [-0.1, 1.2, 0.5], [0.3, -0.3, -0.1], [-0.6, -0.8, -0.4], [-1.5, -1.4, -1.2], [0.0, -0.6, -0.3], [0.7, -1.4, 0.0], [-0.7, 0.6, 0.0], [-0.2, -0.6, -0.3], [0.1, 0.5, 0.2], [0.1, 0.4, 0.2], [0.0, 0.0, 0.0], [-0.2, 0.0, 0.0], [0.1, 0.0, 0.0], [0.0, -0.1, 0.0]]}


Ordered molar mass results: 1076.90, 396.53, 754.76; unit g/mol.
Ordered relative energy (zero: lowest compared OMol25 entry of this formula, charge and spin) results: 163.0, 6.2, 16.0; unit kcal/mol.